Molecular formula: C14H22BNO2Ru
Method: DFT, ωB97M-V with the def2-TZVPD basis set

Output
**HOMO (alpha / beta)**: -6.710 / -8.447 eV
**DFT total energy**: -871.2580 Eh
**Lowest unoccupied orbital energy (alpha / beta)**: -0.0094 / -0.0590 hartree
**2S+1**: 5
**Molecular weight**: 348.22 g mol⁻¹
**⟨S²⟩**: 6.20

Geometry as XYZ:
```
41
Properties=species:S:1:pos:R:3:lowdin_spin:R:1
C -3.24 1.83 -1.12 0.063
C -2.08 2.59 -0.78 0.046
C -1.51 2.04 0.38 0.057
C -2.30 0.94 0.80 0.063
C -3.38 0.79 -0.13 0.062
Ru -1.62 0.16 -1.31 1.912
C -0.06 1.59 -2.95 -0.125
C -0.28 1.30 -4.30 0.418
C -1.04 0.38 -4.86 0.031
N -1.28 -1.50 -0.75 1.228
H -0.60 2.44 0.91 0.004
H -1.72 3.49 -1.31 0.003
H -2.18 0.36 1.73 0.002
H -4.23 0.11 -0.04 0.002
H -3.96 2.06 -1.91 0.005
H -0.34 2.62 -2.70 0.002
H -2.30 -1.08 -2.23 -0.010
H 0.73 1.56 -2.13 0.000
H -1.37 0.73 -5.88 0.020
H -1.53 -0.58 -4.77 0.016
C 2.82 0.36 1.96 0.001
C 2.02 -0.49 1.01 0.002
C 2.98 -1.35 0.21 0.000
O 1.25 0.36 0.09 0.015
B 0.01 -0.23 -0.12 0.071
O -0.16 -1.35 0.87 0.089
C 0.90 -1.36 1.74 0.018
C 1.17 -2.82 1.97 0.000
C 0.31 -0.72 2.98 0.004
H 3.56 0.94 1.39 0.000
H 3.37 -0.27 2.67 0.000
H 2.19 1.06 2.53 0.000
H 3.66 -0.70 -0.35 0.000
H 3.59 -1.97 0.87 0.000
H 2.46 -2.01 -0.51 0.000
H 1.93 -2.91 2.75 0.000
H 0.26 -3.31 2.32 0.000
H 1.51 -3.33 1.07 0.000
H 0.08 0.35 2.84 0.000
H -0.62 -1.24 3.25 0.000
H 1.02 -0.84 3.80 0.001
```

---

Molecular formula: C44H47N2O3PtSSi
Method: DFT, ωB97M-V with the def2-TZVPD basis set

Output
**HOMO**: -4.261 eV
**DFT total energy**: -2847.2811 Eh
**Lowest unoccupied orbital energy**: 0.0819 hartree
**Net charge**: -1
**Molecular weight**: 907.10 g mol⁻¹

Geometry as XYZ:
```
99
Properties=species:S:1:pos:R:3:mulliken_charge:R:1
Pt 0.34 0.36 -0.65 4.045
C 2.24 -0.66 3.93 -1.262
C 2.31 -0.48 2.43 0.523
O 2.07 0.58 1.90 -0.497
N 2.77 -1.58 1.76 0.132
C 2.87 -1.70 0.31 -0.696
C 1.70 -2.42 -0.32 0.600
C 1.61 -3.80 -0.17 -0.587
C 0.51 -4.48 -0.68 -0.736
C -0.45 -3.76 -1.35 -0.904
C -0.27 -2.39 -1.50 -0.399
N 0.78 -1.74 -1.01 0.664
H 2.00 0.30 4.39 0.290
H 3.20 -1.02 4.32 0.491
H 1.46 -1.38 4.19 0.124
H 2.76 -2.45 2.27 0.365
H 3.78 -2.26 0.10 0.670
H 2.95 -0.70 -0.12 -1.230
H 2.39 -4.33 0.36 0.568
H 0.41 -5.55 -0.54 0.402
H -1.33 -4.23 -1.77 0.516
H -0.99 -1.79 -2.04 0.356
S -0.69 2.35 -0.17 -0.488
C -1.58 2.55 -1.70 0.033
C -0.93 2.99 -2.85 -0.210
C -1.64 3.22 -4.02 -0.510
C -3.01 3.00 -4.06 -0.511
C -3.67 2.57 -2.92 -0.702
C -2.96 2.35 -1.75 -0.011
H 0.15 3.15 -2.81 0.341
H -1.12 3.57 -4.90 0.436
H -3.56 3.18 -4.98 0.349
H -4.74 2.41 -2.94 0.401
H -3.46 2.02 -0.85 0.224
O -1.22 -0.65 0.40 -0.765
Si -1.96 -0.60 1.81 -1.145
C -3.71 -1.33 1.76 0.553
C -4.67 -1.01 2.72 -0.227
C -5.92 -1.63 2.74 -0.714
C -6.23 -2.60 1.79 -0.425
C -5.29 -2.92 0.81 -0.607
C -4.06 -2.29 0.80 -0.449
C -2.17 1.07 2.65 1.173
C -1.40 1.47 3.74 -0.260
C -1.57 2.72 4.34 -0.643
C -2.52 3.60 3.83 -0.568
C -3.28 3.23 2.72 -0.793
C -3.11 1.98 2.16 -0.094
C -1.16 -1.77 3.07 0.368
C -1.45 -1.82 4.44 0.053
C -0.86 -2.77 5.27 -0.845
C 0.03 -3.70 4.75 -0.737
C 0.32 -3.69 3.40 -0.296
C -0.26 -2.73 2.58 0.021
H -4.45 -0.25 3.46 0.300
H -6.64 -1.37 3.50 0.385
H -7.18 -3.10 1.82 0.349
H -5.54 -3.66 0.06 0.401
H -3.33 -2.54 0.03 0.163
H -0.64 0.80 4.13 0.262
H -0.97 3.00 5.19 0.390
H -2.66 4.57 4.30 0.351
H -3.99 3.93 2.30 0.414
H -3.73 1.69 1.31 0.333
H -2.16 -1.11 4.86 0.340
H -1.11 -2.79 6.33 0.391
H 0.47 -4.45 5.40 0.368
H 1.00 -4.42 2.98 0.424
H -0.04 -2.71 1.52 -0.069
C 0.28 0.00 -4.16 -0.844
C 1.74 -0.27 -4.54 0.430
C 2.18 -1.66 -4.06 -1.379
C 2.71 0.80 -4.06 0.528
C 3.59 1.30 -5.01 -0.798
C 4.53 2.26 -4.72 -1.310
C 4.54 2.78 -3.43 -0.811
C 3.68 2.33 -2.44 0.323
C 3.77 3.04 -1.10 0.354
C 4.40 2.15 -0.02 -1.619
C 2.43 3.56 -0.62 -1.021
C 2.79 1.24 -2.70 -0.430
O 2.18 0.59 -1.71 -0.318
H -0.38 -0.74 -4.62 0.485
H -0.02 0.99 -4.50 0.161
H 0.14 -0.03 -3.08 -0.373
H 1.78 -0.26 -5.63 0.561
H 2.21 -1.67 -2.97 0.074
H 3.18 -1.89 -4.44 0.366
H 1.49 -2.43 -4.40 0.437
H 3.53 0.90 -6.02 0.339
H 5.24 2.60 -5.46 0.359
H 5.25 3.57 -3.18 0.363
H 4.43 3.90 -1.25 0.606
H 3.75 1.31 0.20 0.213
H 4.53 2.72 0.91 0.473
H 5.38 1.77 -0.34 0.367
H 1.78 2.74 -0.34 -0.449
H 1.93 4.15 -1.40 0.235
H 2.55 4.20 0.26 0.492
```

---

Molecular formula: C3H5NO2S
Method: DFT, ωB97M-V with the def2-TZVPD basis set

Output
**HOMO**: -9.900 eV
**DFT total energy**: -720.6433 Eh
**Lowest unoccupied orbital energy**: 0.0159 hartree
**SMILES**: O=C(NS)[C@H]1CO1
**Molecular weight**: 119.14 g mol⁻¹

Geometry as XYZ:
```
12
Properties=species:S:1:pos:R:3:mulliken_charge:R:1
O 0.46 1.84 -0.13 -0.656
C -0.15 0.75 0.08 0.434
N -1.47 0.90 0.22 -0.308
S -2.58 -0.42 -0.13 -0.182
C 0.56 -0.55 0.17 0.250
C 1.84 -0.61 -0.65 -0.363
O 1.81 -0.27 0.81 -0.366
H -1.80 1.92 0.01 0.314
H -2.79 -0.75 1.23 0.173
H -0.15 -1.42 0.59 0.203
H 2.07 0.29 -1.28 0.264
H 2.21 -1.70 -0.92 0.236
```

---

Molecular formula: C25H20N2O4S
Method: DFT, ωB97M-V with the def2-TZVPD basis set

Output
**HOMO**: -8.930 eV
**DFT total energy**: -1773.3430 Eh
**Lowest unoccupied orbital energy**: -0.0387 hartree
**Molecular weight**: 444.51 g mol⁻¹

Geometry as XYZ:
```
52
Properties=species:S:1:pos:R:3:mulliken_charge:R:1
O 3.34 1.09 5.73 -0.455
C 2.43 1.60 5.16 0.120
O 2.40 1.79 3.82 -0.332
C 2.64 0.55 3.10 -0.493
C 2.02 0.66 1.71 -0.841
C 1.08 -0.52 1.41 0.115
C 1.80 -1.76 0.88 -1.093
C 2.38 -2.63 1.95 0.457
C 3.73 -2.73 2.13 -0.496
C 4.32 -3.56 3.12 -0.769
C 3.56 -4.32 3.95 -0.727
C 2.15 -4.25 3.81 0.633
N 1.24 -4.93 4.52 -0.660
S -0.20 -4.51 3.95 0.151
N 0.23 -3.48 2.80 -0.560
C 1.57 -3.42 2.82 0.911
H 1.55 1.97 5.70 0.385
H 2.19 -0.27 3.65 0.441
H 3.71 0.38 3.01 0.227
H 2.79 0.68 0.94 0.227
H 1.47 1.59 1.66 0.448
H 0.47 -0.72 2.29 0.520
H 0.39 -0.18 0.64 -0.354
H 2.59 -1.46 0.19 0.569
H 1.09 -2.34 0.29 0.357
H 4.40 -2.17 1.49 0.422
H 5.39 -3.59 3.23 0.382
H 4.01 -4.96 4.69 0.426
C -3.16 5.39 -3.89 -0.469
C -2.66 5.41 -2.59 -0.484
C -2.32 4.22 -1.96 -0.513
C -2.48 3.01 -2.63 0.163
C -3.00 3.00 -3.93 0.157
C -3.32 4.19 -4.56 -0.568
C -3.22 1.71 -4.65 0.558
O -3.66 1.70 -5.78 -0.663
C -2.89 0.44 -3.94 0.447
C -3.13 -0.77 -4.57 -0.670
C -2.82 -1.96 -3.92 -0.454
C -2.26 -1.94 -2.65 -0.601
C -2.02 -0.73 -2.02 -0.517
C -2.34 0.46 -2.65 0.192
C -2.10 1.75 -1.94 0.509
O -1.60 1.76 -0.84 -0.666
H -3.41 6.32 -4.38 0.397
H -2.55 6.35 -2.07 0.405
H -1.94 4.23 -0.95 0.479
H -3.71 4.17 -5.57 0.471
H -3.57 -0.78 -5.56 0.477
H -3.02 -2.90 -4.41 0.391
H -2.01 -2.87 -2.16 0.431
H -1.58 -0.71 -1.03 0.516
```

---

Molecular formula: C26H33NNaO11S
Method: DFT, ωB97M-V with the def2-TZVPD basis set

Output
**HOMO**: -5.840 eV
**DFT total energy**: -2453.5433 Eh
**Lowest unoccupied orbital energy**: 0.0771 hartree
**Net charge**: -1
**Molecular weight**: 590.60 g mol⁻¹

Geometry as XYZ:
```
73
Properties=species:S:1:pos:R:3:mulliken_charge:R:1
Na -0.14 0.25 0.15 0.360
C 2.47 -1.31 0.92 -0.227
C 2.56 -0.52 2.23 -0.998
O 1.59 0.49 2.16 0.735
C 1.62 1.47 3.18 -1.088
C 1.16 2.78 2.59 -0.289
O -0.24 2.72 2.40 -0.217
C -0.78 3.70 1.54 -0.628
C -0.38 3.59 0.06 -0.540
O -0.74 2.39 -0.59 -0.068
C -2.07 2.24 -0.98 -0.687
C -3.00 1.78 0.16 -1.040
O -2.21 1.12 1.10 0.623
C -2.94 0.48 2.11 -0.804
C -1.95 -0.33 2.94 -0.915
O -0.97 -0.86 2.07 0.506
C -0.30 -1.98 2.55 -0.954
C 0.48 -2.60 1.39 -0.665
O 1.15 -1.66 0.57 -0.216
H 3.12 -2.19 0.99 0.481
H 2.79 -0.65 0.12 -0.275
H 3.57 -0.10 2.33 0.648
H 2.39 -1.18 3.09 0.271
H 2.64 1.60 3.57 0.555
H 0.96 1.17 4.01 0.241
H 1.69 2.94 1.66 0.155
H 1.40 3.60 3.29 0.392
H -0.48 4.71 1.88 0.488
H -1.86 3.61 1.67 0.252
H 0.71 3.63 -0.01 0.083
H -0.81 4.46 -0.46 0.466
H -2.05 1.47 -1.75 0.267
H -2.46 3.18 -1.41 0.501
H -3.77 1.11 -0.25 0.375
H -3.51 2.65 0.62 0.427
H -3.69 -0.18 1.68 0.331
H -3.45 1.21 2.76 0.412
H -2.49 -1.14 3.44 0.453
H -1.47 0.31 3.69 0.210
H -1.01 -2.74 2.91 0.636
H 0.36 -1.71 3.40 0.151
H -0.27 -3.05 0.73 0.233
H 1.17 -3.36 1.75 0.498
O -5.32 -2.22 0.06 -0.735
S -4.03 -2.88 -0.03 1.175
O -3.79 -3.89 0.98 -0.739
N -2.83 -1.82 -0.11 0.171
C -2.17 -1.85 -1.26 0.214
O -1.23 -1.14 -1.62 -0.676
C -2.72 -2.92 -2.20 0.008
C -2.25 -3.24 -3.46 -0.412
C -2.90 -4.23 -4.17 -0.598
C -4.00 -4.89 -3.63 -0.402
C -4.47 -4.56 -2.36 -0.652
C -3.80 -3.58 -1.67 0.052
H -1.39 -2.71 -3.85 0.525
H -2.55 -4.50 -5.16 0.378
H -4.50 -5.66 -4.21 0.377
H -5.34 -5.06 -1.95 0.425
O 2.86 3.17 -0.17 -0.884
C 2.79 2.07 -0.77 0.026
O 1.90 1.20 -0.69 -0.507
C 3.96 1.75 -1.71 0.081
C 3.83 0.75 -2.66 -0.138
C 4.87 0.47 -3.54 -0.679
C 6.06 1.17 -3.46 -0.327
C 6.20 2.17 -2.50 -0.553
C 5.15 2.46 -1.64 -0.273
H 2.89 0.21 -2.71 0.480
H 4.75 -0.31 -4.29 0.381
H 6.87 0.95 -4.14 0.352
H 7.13 2.73 -2.44 0.367
H 5.25 3.25 -0.90 0.419
```

---

Molecular formula: CH3Br2PS
Method: DFT, ωB97M-V with the def2-TZVPD basis set

Output
**HOMO (alpha / beta)**: -8.089 / -9.391 eV
**DFT total energy**: -5927.3243 Eh
**Lowest unoccupied orbital energy (alpha / beta)**: 0.0188 / -0.0971 hartree
**2S+1**: 3
**Molecular weight**: 237.88 g mol⁻¹
**⟨S²⟩**: 2.01

Geometry as XYZ:
```
8
Properties=species:S:1:pos:R:3:lowdin_spin:R:1
C -1.66 0.03 -0.70 0.687
P 1.54 -0.13 0.81 0.305
S 0.86 1.40 -0.19 0.649
Br -3.10 0.78 0.25 0.142
Br -1.28 -1.67 0.05 0.105
H -1.67 0.12 -1.71 0.030
H 2.49 -0.79 0.04 0.045
H 2.82 0.25 1.45 0.036
```

---

- DFT total energy of number 2 (C44H47N2O3PtSSi)?
  -2847.2811 Eh